[1]
29
Properties=species:S:1:pos:R:3:mulliken_charge:R:1 method="wB97M-V/def2-TZVPD" charge=0 homo_lumo_gap_ev=8.06 smiles="Clc1nc2ccccc2c2nnc(/N=C/c3ccco3)n12" relative_energy_ev=0.000
Cl 0.176 0.166 3.248 -0.092
C -0.374 -0.550 1.796 0.491
N -1.474 -1.298 1.919 -0.613
C -2.090 -1.806 0.741 0.284
C -3.242 -2.528 0.864 -0.159
C -3.883 -3.090 -0.231 -0.351
C -3.372 -2.867 -1.524 -0.527
C -2.140 -2.172 -1.665 -0.728
C -1.511 -1.591 -0.527 0.274
C -0.221 -0.877 -0.590 0.577
N 0.572 -0.511 -1.575 -0.689
N 1.604 0.219 -1.015 -0.417
C 1.479 0.272 0.272 0.348
N 2.277 0.966 1.197 -0.415
C 3.068 1.854 0.718 -0.086
C 3.846 2.746 1.619 0.311
C 4.585 3.817 1.158 -0.382
C 4.970 4.574 2.345 -0.474
C 4.560 3.822 3.398 -0.362
O 3.835 2.731 3.000 -0.321
N 0.292 -0.374 0.577 0.016
H -3.693 -2.660 1.861 0.382
H -4.754 -3.709 -0.069 0.381
H -3.910 -3.280 -2.408 0.351
H -1.697 -2.059 -2.616 0.503
H 3.080 2.065 -0.351 0.415
H 4.743 4.031 0.095 0.394
H 5.495 5.482 2.398 0.447
H 4.742 4.158 4.397 0.443

---

[2]
102
Properties=species:S:1:pos:R:3:mulliken_spin:R:1 method="wB97M-V/def2-TZVPD" charge=+3 homo_lumo_gap_ev="6.69 / 3.49" s2=8.78 multiplicity=6
Ir 0.140 0.296 -0.012 2.529
N 0.250 0.504 2.336 0.160
C 1.549 0.626 2.959 -0.008
C 1.673 0.520 4.337 0.008
C 2.909 0.699 4.939 0.010
C 4.033 0.965 4.169 0.001
C 3.925 1.032 2.791 0.010
C 2.683 0.868 2.178 -0.005
P 2.519 0.886 0.381 0.195
C 2.238 2.570 -0.180 0.125
C 2.049 2.765 -1.557 0.010
C 1.811 4.037 -2.040 -0.022
C 1.711 5.101 -1.149 0.061
C 1.890 4.904 0.218 -0.001
C 2.136 3.637 0.713 0.031
C 4.084 0.311 -0.299 -0.020
C 4.429 -1.032 -0.120 0.039
C 5.654 -1.494 -0.565 -0.005
C 6.540 -0.621 -1.186 0.019
C 6.194 0.711 -1.370 -0.005
C 4.964 1.183 -0.938 0.030
H -0.339 -0.145 2.848 -0.009
H -0.231 1.406 2.338 -0.019
H 0.795 0.323 4.941 0.001
H 2.992 0.635 6.016 0.000
H 4.996 1.105 4.641 0.000
H 4.804 1.201 2.182 0.003
H 2.082 1.916 -2.233 0.016
H 1.679 4.203 -3.100 0.001
H 1.474 6.091 -1.518 -0.001
H 1.828 5.744 0.897 0.002
H 2.269 3.482 1.777 0.002
H 3.740 -1.702 0.381 0.017
H 5.924 -2.533 -0.427 0.000
H 7.504 -0.980 -1.521 0.001
H 6.891 1.388 -1.845 0.000
H 4.710 2.226 -1.073 0.004
O 0.648 -0.369 -2.095 0.167
P 0.154 -1.565 -2.882 0.059
C -1.659 -1.740 -2.681 0.011
P -2.027 -2.261 -0.976 0.050
O -1.139 -1.600 0.042 0.180
C -3.793 -2.071 -0.670 0.093
C -4.701 -1.744 -1.677 -0.011
C -6.029 -1.552 -1.343 0.014
C -6.453 -1.733 -0.026 0.042
C -5.550 -2.081 0.973 -0.012
C -4.218 -2.269 0.653 0.033
C -1.818 -4.057 -0.905 0.243
C -2.461 -4.892 -1.860 0.076
C -2.273 -6.249 -1.808 0.045
C -1.491 -6.793 -0.780 0.215
C -0.870 -5.964 0.185 0.172
C -1.056 -4.604 0.140 -0.001
C 0.509 -1.366 -4.629 0.010
C 1.852 -1.119 -4.925 0.005
C 2.238 -0.945 -6.243 0.000
C 1.290 -1.014 -7.256 0.001
C -0.042 -1.263 -6.959 0.001
C -0.442 -1.438 -5.641 0.000
C 0.916 -3.100 -2.318 0.082
C 1.553 -3.146 -1.075 -0.071
C 2.149 -4.322 -0.652 0.022
C 2.106 -5.452 -1.461 0.034
C 1.485 -5.404 -2.705 0.001
C 0.898 -4.227 -3.142 -0.008
H -2.069 -2.462 -3.390 -0.001
H -2.101 -0.756 -2.858 -0.003
H -4.387 -1.603 -2.703 -0.002
H -6.734 -1.255 -2.108 0.000
H -7.502 -1.625 0.216 0.000
H -5.883 -2.218 1.992 0.000
H -3.503 -2.546 1.420 -0.003
H -3.105 -4.469 -2.622 -0.006
H -2.743 -6.894 -2.538 0.004
H -1.390 -7.869 -0.702 -0.008
H -0.260 -6.399 0.965 -0.004
H -0.604 -3.952 0.875 -0.008
H 2.581 -1.062 -4.125 -0.001
H 3.278 -0.758 -6.476 0.000
H 1.590 -0.867 -8.285 0.000
H -0.777 -1.317 -7.750 0.000
H -1.489 -1.617 -5.428 0.000
H 1.594 -2.254 -0.464 0.054
H 2.655 -4.360 0.305 -0.001
H 2.581 -6.369 -1.135 0.000
H 1.483 -6.277 -3.345 0.001
H 0.450 -4.174 -4.128 0.002
F -1.320 4.618 -1.463 0.000
C -1.894 3.424 -1.467 0.009
F -1.197 2.634 -2.313 -0.005
F -3.135 3.541 -1.946 0.001
C -1.885 2.756 -0.048 0.022
O -0.634 2.252 0.209 0.293
C -2.978 1.646 -0.044 0.015
F -2.826 0.842 1.031 -0.002
F -4.231 2.052 -0.072 -0.001
F -2.779 0.858 -1.145 -0.004
C -2.190 3.780 1.095 0.008
F -2.058 3.132 2.274 -0.001
F -1.315 4.777 1.087 0.000
F -3.418 4.271 1.022 0.003

---

[3]
23
Properties=species:S:1:pos:R:3:mulliken_charge:R:1 method="wB97M-V/def2-TZVPD" charge=+1 homo_lumo_gap_ev=11.41 smiles=CCCCCC[NH3+] relative_energy_ev=0.332
C -1.810 0.640 -2.201 -1.337
C -1.105 1.039 -0.900 -0.487
C -1.177 -0.049 0.153 -0.812
C -0.449 0.243 1.472 -0.578
C 0.731 -0.683 1.773 -0.832
C 1.985 -0.358 1.011 -0.583
N 1.848 -0.759 -0.479 -0.260
H -1.763 1.466 -2.907 0.376
H -1.366 -0.260 -2.612 0.340
H -2.857 0.440 -1.994 0.332
H -1.615 1.933 -0.511 0.292
H -0.092 1.389 -1.124 0.385
H -2.240 -0.207 0.353 0.528
H -0.836 -1.010 -0.263 0.378
H -0.113 1.276 1.578 0.470
H -1.127 0.112 2.319 0.291
H 0.961 -0.660 2.838 0.372
H 0.431 -1.726 1.603 0.363
H 2.877 -0.868 1.366 0.393
H 2.278 0.698 0.953 0.369
H 1.165 -1.516 -0.574 0.320
H 1.563 0.042 -1.038 0.279
H 2.713 -1.182 -0.818 0.401

---

[4]
18
Properties=species:S:1:pos:R:3:mulliken_charge:R:1 method="wB97M-V/def2-TZVPD" charge=0 homo_lumo_gap_ev=9.22 relative_energy_ev=1.208
C 2.384 -3.521 1.109 0.165
C -1.477 -0.706 1.133 -0.699
C 1.792 -2.438 1.823 -0.404
C -0.530 -2.917 1.527 -0.057
C 0.942 -0.091 1.881 -1.051
C -0.473 0.299 1.250 0.781
C 1.862 -1.131 1.288 0.033
C -0.742 1.565 0.475 -0.913
N 2.681 -4.458 0.544 -0.420
N -1.121 -1.937 1.577 -0.056
Br -0.536 3.396 1.253 -0.150
H -2.444 -0.726 0.803 0.485
H 1.421 0.883 2.102 0.456
H 0.704 -0.657 2.735 0.400
H 1.240 -2.745 2.770 0.413
H 2.500 -0.914 0.378 0.327
H -1.828 1.642 0.293 0.351
H 0.011 1.683 -0.275 0.341

---

[5]
38
Properties=species:S:1:pos:R:3:mulliken_charge:R:1 method="wB97M-V/def2-TZVPD" charge=0 homo_lumo_gap_ev=9.81 relative_energy_ev=11.296
C -1.623 0.797 -0.325 0.315
C -0.107 0.914 0.056 -0.252
C -2.132 -0.406 0.488 0.027
C -2.092 -0.209 2.185 -1.430
C -3.561 -0.739 0.151 -0.503
C -4.486 0.595 -0.253 -0.749
C 2.293 0.433 -0.021 -0.403
C 2.586 1.828 -0.540 0.568
C 3.131 -0.789 -0.520 0.243
C 4.562 -0.587 -0.244 -1.271
C 2.677 -2.099 0.093 -0.806
H -2.000 -0.643 -1.933 0.329
H -1.214 0.933 -2.426 0.320
H -2.069 1.625 0.326 0.305
H -1.544 -1.242 0.355 0.292
H -2.976 0.422 2.395 0.343
H -1.154 0.203 2.579 0.291
H -2.420 -1.118 2.422 0.564
H -3.488 -1.517 -0.811 0.233
H -4.298 -1.401 0.901 0.303
H -5.490 0.586 -1.449 0.267
H -3.526 1.368 -0.652 0.293
H -5.499 1.222 0.646 0.249
H 0.746 -0.422 -1.297 0.442
H 2.138 0.472 1.171 0.240
H 2.939 -0.461 -1.660 0.358
H 5.038 -1.580 -0.584 0.337
H 4.532 -0.525 0.890 0.338
H 5.267 0.056 -0.908 0.275
H 1.414 -2.105 0.087 0.087
H 3.158 -2.118 1.210 0.287
H 3.020 -2.802 -0.823 0.353
H 1.446 2.213 0.952 0.459
N -1.933 0.506 -1.774 -0.546
N 0.974 0.204 -0.546 -0.214
O 0.282 1.444 1.105 -0.720
O 3.378 2.183 -1.428 -0.647
O 2.027 2.761 0.184 -0.579